1.
236
Properties=species:S:1:pos:R:3:lowdin_charge:R:1 method="wB97M-V/def2-TZVPD" largest_force_ev_per_a=4.6 homo_ev=-8.086 homo_lumo_gap_ev=8.50 e_tot_ha=-4529.5257
C 2.06 -0.02 -5.91 -0.118
O 1.94 0.99 -4.94 -0.221
C 3.18 1.17 -4.25 -0.188
C 4.16 2.15 -5.04 -0.173
N 3.63 3.50 -5.17 -0.039
C 2.73 3.91 -4.08 -0.184
C 2.84 5.43 -4.12 -0.251
O 2.15 6.00 -5.20 -0.185
C 2.53 7.36 -5.27 -0.131
H 1.00 -0.26 -6.27 0.103
H 2.56 -0.91 -5.50 0.079
H 2.52 0.33 -6.85 0.076
H 3.63 0.18 -3.98 0.116
H 2.94 1.68 -3.32 0.064
H 4.34 1.76 -6.01 0.090
H 5.19 2.18 -4.58 0.117
H 3.22 3.56 -6.09 0.109
H 3.15 3.63 -3.10 0.102
H 1.72 3.60 -4.11 0.080
H 3.91 5.75 -4.22 0.121
H 2.42 5.74 -3.13 0.122
H 2.39 7.98 -4.37 0.069
H 1.89 7.82 -6.10 0.111
H 3.62 7.37 -5.38 0.084
C -2.13 4.62 2.29 -0.096
O -0.81 4.05 2.36 -0.244
C -0.16 4.47 3.56 -0.174
C 1.33 4.77 3.18 -0.215
N 1.36 5.64 2.06 -0.047
C 2.70 6.22 1.90 -0.190
C 2.77 7.22 0.78 -0.214
O 1.95 6.75 -0.24 -0.215
C 1.40 7.68 -1.11 -0.131
H -2.79 4.48 3.14 0.078
H -2.58 4.10 1.42 0.086
H -2.03 5.71 2.10 0.100
H -0.20 3.67 4.20 0.080
H -0.59 5.47 4.05 0.165
H 1.90 3.86 2.94 0.110
H 1.85 5.14 4.05 0.112
H 1.10 5.16 1.25 0.085
H 3.47 5.45 1.88 0.098
H 2.88 6.78 2.82 0.119
H 3.80 7.20 0.32 0.123
H 2.52 8.30 1.02 0.133
H 0.45 7.25 -1.43 0.095
H 2.05 7.94 -1.97 0.074
H 1.12 8.62 -0.58 0.093
C -1.67 -7.49 3.02 -0.093
O -3.02 -7.47 2.54 -0.212
C -3.21 -7.57 1.09 -0.209
C -2.74 -6.43 0.33 -0.240
N -3.68 -5.30 0.43 -0.015
C -3.25 -4.10 -0.34 -0.169
C -4.48 -3.24 -0.52 -0.276
O -5.02 -2.99 0.71 -0.193
C -6.32 -2.47 0.66 -0.090
H -1.32 -8.56 3.12 0.097
H -1.61 -6.99 4.02 0.077
H -1.04 -7.00 2.25 0.076
H -4.28 -7.78 0.96 0.130
H -2.60 -8.40 0.75 0.121
H -2.67 -6.73 -0.72 0.138
H -1.77 -6.18 0.59 0.069
H -3.87 -5.10 1.38 0.091
H -2.85 -4.39 -1.28 0.112
H -2.52 -3.53 0.17 0.083
H -5.23 -3.77 -1.18 0.143
H -4.13 -2.34 -1.01 0.098
H -6.99 -3.17 0.16 0.087
H -6.32 -1.55 0.13 0.074
H -6.64 -2.45 1.70 0.092
C -0.32 -4.45 4.79 -0.078
O -0.28 -5.20 6.01 -0.189
C -1.42 -5.11 6.78 -0.267
C -1.05 -5.36 8.25 -0.180
N 0.07 -4.54 8.67 -0.060
C -0.14 -3.07 8.70 -0.170
C -0.90 -2.69 9.98 -0.220
O -1.55 -1.50 9.64 -0.232
C -2.19 -0.91 10.77 -0.069
H 0.48 -4.74 4.11 0.084
H -0.16 -3.40 5.00 0.061
H -1.28 -4.62 4.26 0.090
H -2.15 -5.89 6.53 0.117
H -1.93 -4.14 6.57 0.115
H -0.74 -6.39 8.36 0.115
H -1.97 -5.13 8.85 0.126
H 0.86 -4.76 8.14 0.075
H -0.75 -2.78 7.84 0.098
H 0.83 -2.58 8.67 0.116
H -0.26 -2.62 10.83 0.119
H -1.63 -3.46 10.23 0.114
H -1.45 -0.43 11.37 0.084
H -2.77 -1.63 11.32 0.084
H -2.78 -0.15 10.23 0.094
C 2.23 0.01 -1.33 -0.052
O 0.97 -0.27 -0.73 -0.233
C -0.16 0.29 -1.29 -0.200
C -0.56 1.70 -0.59 -0.240
N -0.93 1.55 0.72 -0.044
C -2.41 1.24 0.81 -0.123
C -2.72 0.85 2.33 -0.180
O -1.89 -0.16 2.87 -0.208
C -2.18 -1.37 2.16 -0.076
H 2.29 1.02 -1.69 0.064
H 2.47 -0.73 -2.10 0.087
H 2.96 -0.12 -0.54 0.085
H -1.04 -0.32 -1.14 0.097
H -0.01 0.54 -2.38 0.123
H -1.32 2.01 -1.32 0.106
H 0.29 2.36 -0.73 0.118
H -0.67 2.24 1.39 0.074
H -2.61 0.42 0.09 0.094
H -2.98 2.12 0.56 0.086
H -3.77 0.65 2.39 0.083
H -2.49 1.81 2.83 0.116
H -3.29 -1.55 2.04 0.111
H -1.75 -2.17 2.67 0.065
H -1.81 -1.36 1.15 0.065
C 3.57 -1.65 -8.78 -0.130
O 3.34 -2.61 -7.79 -0.259
C 2.71 -3.89 -8.28 -0.120
C 2.58 -4.76 -7.02 -0.220
N 1.61 -4.30 -6.08 -0.052
C 0.20 -4.21 -6.49 -0.233
C -0.63 -3.99 -5.28 -0.197
O -0.08 -2.83 -4.58 -0.208
C -0.88 -1.69 -4.76 -0.139
H 4.11 -0.89 -8.27 0.072
H 2.64 -1.26 -9.30 0.112
H 4.21 -1.99 -9.57 0.069
H 3.41 -4.30 -9.07 0.138
H 1.69 -3.57 -8.61 0.115
H 3.54 -4.80 -6.54 0.100
H 2.32 -5.79 -7.29 0.120
H 1.91 -3.40 -5.66 0.118
H -0.12 -5.16 -6.94 0.128
H -0.01 -3.39 -7.24 0.121
H -0.50 -4.95 -4.72 0.139
H -1.71 -3.82 -5.49 0.126
H -0.38 -0.84 -4.34 0.062
H -1.91 -1.85 -4.30 0.099
H -1.10 -1.52 -5.80 0.075
C -6.79 2.80 1.79 -0.057
C -6.12 1.82 2.71 -0.464
C -6.25 2.21 4.18 -0.059
O -6.58 0.42 2.56 -0.070
H -6.44 3.85 2.08 0.109
H -7.88 2.82 1.83 0.079
H -6.48 2.60 0.77 0.044
H -5.07 1.84 2.45 0.091
H -7.23 2.11 4.54 0.051
H -5.94 3.27 4.45 0.106
H -5.68 1.51 4.82 0.058
H -7.56 0.49 2.55 0.091
C 6.24 4.09 -1.99 -0.054
C 5.70 3.37 -0.73 -0.456
C 5.70 4.34 0.43 -0.074
O 4.35 2.97 -1.07 -0.090
H 7.22 4.62 -1.78 0.091
H 5.52 4.84 -2.28 0.061
H 6.51 3.47 -2.85 0.061
H 6.32 2.51 -0.43 0.133
H 6.77 4.34 0.77 0.095
H 5.12 3.98 1.26 0.047
H 5.41 5.34 0.12 0.065
H 3.95 2.60 -0.27 0.020
C -2.72 4.04 -6.36 -0.050
C -1.83 2.75 -6.24 -0.401
C -0.53 2.93 -5.32 -0.033
O -2.53 1.63 -5.61 -0.111
H -3.13 4.11 -7.38 0.069
H -2.16 4.93 -6.21 0.055
H -3.62 4.08 -5.68 0.075
H -1.56 2.50 -7.24 0.111
H -0.87 3.17 -4.28 0.092
H 0.12 3.71 -5.74 0.074
H -0.05 1.92 -5.32 0.064
H -3.30 1.26 -6.09 0.100
C 6.86 -2.87 -4.85 -0.053
C 5.34 -2.99 -4.51 -0.497
C 5.16 -2.54 -3.02 -0.024
O 4.72 -2.07 -5.27 -0.062
H 7.09 -3.39 -5.84 0.096
H 7.56 -3.26 -4.12 0.062
H 7.12 -1.85 -4.91 0.054
H 5.01 -3.99 -4.75 0.120
H 5.74 -3.04 -2.30 0.058
H 4.11 -2.65 -2.76 0.075
H 5.49 -1.52 -3.03 0.071
H 4.53 -2.44 -6.14 0.065
C -3.30 -1.04 5.94 -0.031
C -2.40 0.16 6.14 -0.536
C -3.06 1.29 6.80 -0.055
O -1.20 -0.18 6.83 -0.100
H -2.76 -1.91 5.40 0.103
H -4.13 -0.74 5.38 0.046
H -3.66 -1.33 7.02 0.120
H -2.09 0.51 5.16 0.115
H -3.98 1.58 6.25 0.075
H -2.36 2.12 6.86 0.089
H -3.38 1.09 7.86 0.092
H -1.38 -0.51 7.76 0.101
C 3.39 0.96 1.82 -0.593
O 4.06 1.85 1.30 -0.012
N 4.00 -0.19 2.32 0.165
N 2.01 1.03 1.92 0.195
H 5.03 -0.18 2.32 0.120
H 3.39 -0.87 2.75 0.034
H 1.55 0.16 2.04 0.053
H 1.45 1.79 1.54 0.089
C 0.72 -4.13 -0.13 -0.625
O 0.56 -5.30 -0.46 0.002
N 1.04 -3.66 1.15 0.146
N 0.38 -3.10 -1.04 0.159
H 1.15 -4.38 1.89 0.098
H 1.36 -2.72 1.40 0.073
H 0.14 -3.27 -2.00 0.079
H 0.64 -2.13 -0.86 0.043
C 1.55 -1.46 4.54 -0.692
O 1.96 -1.81 3.43 -0.044
N 0.48 -0.68 4.70 0.209
N 2.17 -1.98 5.61 0.183
H -0.01 -0.34 3.89 0.079
H -0.08 -0.70 5.59 0.086
H 2.86 -2.68 5.43 0.113
H 1.81 -1.87 6.55 0.089
C -4.55 1.87 -2.12 -0.666
O -5.18 2.13 -1.13 0.017
N -4.22 2.80 -3.08 0.183
N -4.28 0.52 -2.27 0.156
H -3.81 2.67 -3.98 0.040
H -4.54 3.73 -2.86 0.101
H -3.55 0.12 -2.89 0.104
H -4.66 -0.01 -1.53 0.062


2.
246
Properties=species:S:1:pos:R:3:lowdin_charge:R:1 method="wB97M-V/def2-TZVPD" largest_force_ev_per_a=3.0 homo_ev=-9.478 homo_lumo_gap_ev=9.01 e_tot_ha=-4225.1519 de_lowest_kcal_mol=0.0
C 11.54 -17.55 -6.97 -0.152
O 12.78 -17.98 -7.55 -0.124
H 11.64 -16.54 -6.56 0.066
H 10.72 -17.46 -7.68 0.065
H 11.21 -18.15 -6.12 0.068
H 12.88 -17.67 -8.45 0.017
C 17.11 -20.56 -15.74 -0.127
O 16.24 -19.52 -16.11 -0.142
H 17.94 -20.34 -15.06 0.068
H 16.51 -21.30 -15.21 0.066
H 17.51 -21.00 -16.65 0.074
H 16.52 -18.66 -15.78 0.023
C 16.44 -16.43 -10.39 -0.122
O 15.48 -16.65 -11.45 -0.132
H 16.18 -16.80 -9.39 0.080
H 17.41 -16.90 -10.52 0.056
H 16.69 -15.39 -10.15 0.076
H 15.74 -16.30 -12.30 0.006
C 13.49 -21.04 -18.19 -0.138
O 14.93 -20.99 -18.11 -0.111
H 13.04 -20.07 -18.41 0.069
H 13.20 -21.59 -19.08 0.046
H 12.93 -21.51 -17.38 0.061
H 15.23 -20.47 -17.36 0.011
C 13.46 -16.73 -16.28 -0.103
O 13.24 -16.08 -15.01 -0.147
H 14.31 -16.22 -16.75 0.064
H 13.78 -17.78 -16.27 0.064
H 12.61 -16.63 -16.95 0.072
H 14.11 -15.89 -14.64 0.022
C 9.15 -18.57 -16.39 -0.178
O 8.54 -17.58 -17.14 -0.101
H 9.24 -19.45 -17.02 0.066
H 10.10 -18.18 -16.03 0.078
H 8.61 -18.90 -15.50 0.053
H 8.52 -16.79 -16.60 0.035
C 17.67 -23.40 -13.24 -0.161
O 18.06 -23.86 -14.50 -0.121
H 18.46 -22.99 -12.61 0.070
H 17.10 -22.53 -13.57 0.050
H 16.99 -24.11 -12.77 0.077
H 18.62 -23.20 -14.91 0.062
C 11.50 -24.42 -19.36 -0.060
C 12.55 -24.61 -20.46 -0.500
C 13.88 -24.87 -19.80 -0.058
O 12.20 -25.73 -21.23 -0.035
H 11.59 -23.43 -18.93 0.047
H 11.48 -25.23 -18.63 0.078
H 10.58 -24.47 -19.94 0.086
H 12.57 -23.77 -21.15 0.132
H 13.80 -25.68 -19.07 0.076
H 14.32 -24.07 -19.21 0.064
H 14.65 -25.24 -20.48 0.083
H 11.64 -26.29 -20.68 0.084
C 10.67 -14.69 -14.92 -0.079
C 9.72 -14.17 -15.90 -0.528
C 10.14 -14.45 -17.32 -0.043
O 8.56 -14.92 -15.78 -0.050
H 10.79 -15.77 -14.93 0.085
H 10.30 -14.39 -13.94 0.078
H 11.63 -14.22 -15.08 0.086
H 9.52 -13.11 -15.72 0.145
H 10.99 -13.84 -17.62 0.080
H 9.34 -14.09 -17.96 0.089
H 10.49 -15.47 -17.49 0.074
H 8.31 -14.99 -14.85 0.104
C 11.68 -20.46 -21.78 -0.041
C 10.22 -20.62 -21.23 -0.464
C 10.19 -20.80 -19.78 -0.079
O 9.45 -19.47 -21.65 -0.054
H 12.01 -19.42 -21.75 0.077
H 11.72 -20.59 -22.86 0.071
H 12.35 -21.20 -21.35 0.055
H 9.81 -21.52 -21.69 0.140
H 10.77 -21.69 -19.55 0.054
H 9.17 -21.00 -19.47 0.079
H 10.58 -19.95 -19.20 0.087
H 9.63 -18.70 -21.10 0.082
C 19.30 -25.16 -17.79 -0.059
C 17.92 -24.95 -18.31 -0.533
C 17.68 -23.50 -18.68 -0.038
O 17.66 -25.70 -19.45 -0.035
H 20.01 -25.06 -18.61 0.080
H 19.39 -26.18 -17.42 0.087
H 19.63 -24.47 -17.00 0.072
H 17.28 -25.33 -17.51 0.127
H 18.30 -23.14 -19.50 0.093
H 17.94 -22.90 -17.81 0.051
H 16.60 -23.34 -18.72 0.066
H 18.34 -25.44 -20.08 0.086
C 14.48 -27.95 -9.25 -0.063
C 14.32 -26.72 -10.11 -0.486
C 15.66 -26.07 -10.45 -0.033
O 13.87 -27.20 -11.36 -0.074
H 13.62 -28.62 -9.22 0.082
H 14.84 -27.77 -8.24 0.082
H 15.29 -28.57 -9.64 0.084
H 13.54 -26.12 -9.65 0.119
H 15.53 -25.14 -11.01 0.052
H 16.31 -26.73 -11.01 0.099
H 16.11 -25.77 -9.50 0.088
H 12.95 -27.45 -11.28 0.097
C 12.88 -15.08 -9.67 -0.035
C 12.11 -16.11 -10.47 -0.489
C 11.87 -15.68 -11.93 -0.037
O 12.83 -17.29 -10.38 -0.076
H 13.80 -14.81 -10.17 0.071
H 13.15 -15.29 -8.63 0.082
H 12.35 -14.13 -9.65 0.083
H 11.08 -16.20 -10.13 0.133
H 12.79 -15.36 -12.42 0.075
H 11.20 -14.83 -12.04 0.075
H 11.38 -16.47 -12.50 0.074
H 13.71 -17.18 -10.75 0.065
C 13.39 -19.35 -13.26 -0.005
C 12.52 -20.36 -14.05 -0.472
C 13.12 -21.69 -14.43 -0.026
O 11.36 -20.57 -13.31 -0.063
H 14.32 -19.26 -13.81 0.072
H 13.72 -19.76 -12.31 0.058
H 12.98 -18.36 -13.05 0.069
H 12.20 -19.85 -14.96 0.127
H 12.40 -22.43 -14.80 0.057
H 13.60 -22.15 -13.57 0.079
H 13.90 -21.36 -15.12 0.069
H 10.65 -20.89 -13.88 0.052
C 19.09 -18.08 -12.96 -0.046
C 19.25 -18.93 -11.73 -0.451
C 20.17 -20.17 -11.95 -0.047
O 20.02 -18.15 -10.76 -0.068
H 20.02 -17.64 -13.33 0.096
H 18.36 -17.32 -12.71 0.062
H 18.76 -18.68 -13.81 0.054
H 18.31 -19.23 -11.27 0.115
H 20.08 -20.81 -11.07 0.077
H 21.20 -19.93 -12.22 0.086
H 19.80 -20.75 -12.81 0.055
H 20.04 -18.71 -9.99 0.080
C 8.19 -22.62 -16.99 -0.017
C 8.97 -22.97 -15.67 -0.424
C 10.25 -23.68 -15.91 -0.052
O 9.21 -21.70 -15.04 -0.079
H 7.13 -22.50 -16.76 0.066
H 8.30 -23.50 -17.63 0.076
H 8.54 -21.70 -17.45 0.054
H 8.28 -23.53 -15.03 0.109
H 10.18 -24.55 -16.56 0.075
H 10.61 -24.08 -14.96 0.065
H 11.04 -23.03 -16.29 0.070
H 8.37 -21.26 -14.90 0.023
C 7.99 -26.37 -14.09 -0.039
C 9.04 -26.33 -12.98 -0.506
C 8.60 -25.81 -11.58 -0.029
O 9.60 -27.59 -12.82 -0.053
H 8.46 -26.63 -15.04 0.080
H 7.54 -25.39 -14.23 0.050
H 7.17 -27.03 -13.80 0.089
H 9.88 -25.72 -13.32 0.104
H 7.72 -26.40 -11.33 0.079
H 8.19 -24.80 -11.62 0.067
H 9.38 -25.91 -10.82 0.068
H 9.65 -27.95 -13.71 0.081
C 17.72 -14.05 -14.04 -0.039
C 16.27 -14.33 -13.70 -0.482
C 15.36 -13.49 -14.54 -0.049
O 15.89 -15.68 -13.79 -0.075
H 18.14 -13.08 -13.77 0.092
H 17.85 -14.10 -15.12 0.081
H 18.34 -14.79 -13.53 0.080
H 16.15 -14.00 -12.67 0.144
H 15.44 -13.72 -15.60 0.087
H 15.77 -12.48 -14.62 0.085
H 14.34 -13.37 -14.20 0.085
H 16.45 -16.12 -14.43 0.051
C 7.57 -20.08 -12.44 -0.025
C 6.40 -19.97 -13.39 -0.478
C 6.09 -18.51 -13.71 -0.030
O 6.73 -20.65 -14.56 -0.082
H 7.53 -21.05 -11.96 0.086
H 7.52 -19.28 -11.71 0.070
H 8.58 -20.00 -12.85 0.075
H 5.49 -20.38 -12.95 0.139
H 6.12 -17.97 -12.76 0.076
H 5.08 -18.25 -14.01 0.080
H 6.85 -18.17 -14.41 0.076
H 6.07 -20.44 -15.23 0.121
C 9.53 -20.65 -6.83 -0.046
C 8.54 -20.34 -7.94 -0.521
C 7.12 -20.29 -7.50 -0.062
O 8.90 -19.17 -8.63 -0.051
H 9.25 -21.58 -6.33 0.079
H 9.44 -19.93 -6.02 0.074
H 10.56 -20.60 -7.16 0.082
H 8.61 -21.15 -8.67 0.112
H 6.88 -20.99 -6.70 0.081
H 6.36 -20.26 -8.28 0.082
H 6.89 -19.42 -6.88 0.081
H 9.64 -19.37 -9.21 0.051
C 15.00 -19.97 -9.90 -0.044
C 15.29 -21.49 -10.00 -0.500
C 16.71 -21.68 -10.32 -0.070
O 14.95 -22.04 -8.74 -0.033
H 15.56 -19.47 -10.69 0.056
H 15.47 -19.45 -9.07 0.090
H 13.93 -19.80 -10.05 0.070
H 14.67 -21.96 -10.76 0.123
H 16.97 -22.73 -10.26 0.080
H 17.29 -21.14 -9.57 0.091
H 17.05 -21.33 -11.30 0.065
H 14.00 -22.13 -8.80 0.051
C 14.52 -25.00 -15.89 -0.017
C 13.78 -25.51 -14.62 -0.487
C 12.80 -26.71 -14.88 -0.024
O 14.78 -25.82 -13.73 -0.048
H 13.79 -24.81 -16.67 0.057
H 15.33 -25.63 -16.27 0.075
H 14.97 -24.07 -15.55 0.066
H 13.26 -24.70 -14.11 0.092
H 12.38 -27.09 -13.95 0.059
H 13.36 -27.54 -15.31 0.078
H 12.09 -26.54 -15.69 0.060
H 14.32 -26.13 -12.94 0.037
C 12.35 -24.18 -11.28 -0.033
C 11.79 -22.96 -10.53 -0.449
C 10.27 -22.92 -10.55 -0.039
O 12.23 -23.12 -9.20 -0.052
H 13.44 -24.21 -11.25 0.071
H 12.04 -24.19 -12.33 0.068
H 11.97 -25.10 -10.86 0.073
H 12.13 -22.00 -10.92 0.129
H 9.90 -21.96 -10.19 0.060
H 9.84 -23.65 -9.86 0.079
H 9.80 -23.10 -11.51 0.072
H 11.93 -23.97 -8.86 0.096
O 17.16 -16.98 -15.82 -0.013
H 16.74 -16.75 -16.65 0.081
H 18.03 -17.29 -16.07 0.087
O 10.48 -18.70 -11.14 -0.032
H 10.78 -19.29 -11.83 0.026
H 11.24 -18.15 -10.95 0.009
O 8.41 -16.98 -11.29 -0.067
H 8.17 -16.89 -10.37 0.032
H 9.15 -17.60 -11.28 -0.042
O 5.75 -23.37 -13.55 -0.042
H 6.14 -22.56 -13.88 -0.012
H 4.99 -23.52 -14.12 0.040


no.,LUMO (eV)
1,0.4
2,-0.5